{
  "formula": "C4H11Cl2OPSi",
  "method": "ωB97M-V/def2-TZVPD",
  "symbols": ["C", "Si", "C", "C", "C", "P", "O", "Cl", "Cl", "H", "H", "H", "H", "H", "H", "H", "H", "H", "H", "H"],
  "positions_angstrom": [[1.97421, -0.59343, -1.16675], [0.58277, 0.32611, -0.12346], [-0.33126, 1.45583, -1.30821], [1.29933, 1.18032, 1.49835], [-0.64791, -1.32425, 0.17064], [-2.27309, -0.84260, 0.66620], [-2.72310, 0.48912, 0.30146], [-3.56150, -2.18505, -0.07432], [-2.40574, -1.15110, 2.61686], [2.72079, -0.90069, -0.39074], [1.72593, -1.59810, -1.53593], [2.40490, 0.09241, -1.88560], [-0.54288, 2.41697, -0.82145], [-0.05422, 1.51207, -2.34425], [-1.38614, 1.10108, -1.29369], [0.86297, 0.61580, 2.32495], [2.41171, 1.20813, 1.47723], [0.85809, 2.19419, 1.61571], [-0.25062, -2.01493, 0.92427], [-0.66424, -1.98188, -0.65127]],
  "homo_ev": -10.4,
  "lumo_ev": 0.62,
  "total_energy_ev": -48587.95537,
  "molar_mass_g_mol": 205.10,
  "de_lowest_ev": 0.000,
  "homo_lumo_gap_ev": 11.00
}